This record from the OMol25 dataset describes a structure of composition C24H35N3O3. The level of theory is wB97M-V/def2-TZVPD.

```
65
Properties=species:S:1:pos:R:3:forces:R:3
O -4.3027 -1.8959 -0.9956 2.3130 0.4906 0.2670
C -3.2273 -1.5919 -0.4181 -5.0954 -1.0745 0.7641
N -3.3368 -0.5462 0.5250 -6.0220 -3.7644 -3.7571
C -2.4276 -0.0730 1.3623 2.3745 -0.7883 5.0818
H -1.5088 -0.7365 1.1593 -1.0394 1.8878 1.3502
C -2.3553 1.3426 1.0431 3.9403 5.1405 -0.9152
O -3.5992 2.0161 1.2568 0.6064 0.0536 -3.0254
C -4.5333 1.5762 0.1632 -0.2644 -2.1214 3.5438
H -5.4667 2.1738 0.3482 0.9706 -0.5536 -0.6349
C -4.7089 0.0465 0.6603 -0.0049 3.3451 -2.2346
H -5.5348 -0.1696 0.0208 0.2213 -1.9678 -0.8816
H -5.2041 0.1284 1.6027 0.7902 -0.4997 1.3439
H -4.1967 1.4271 -0.8864 0.3560 1.1974 0.7272
H -1.5783 2.0065 1.7074 -1.6292 -1.8505 -1.4027
H -1.9243 1.4647 -0.1661 -1.3535 -0.1983 3.2278
H -2.8994 -0.1179 2.5557 1.7427 -0.2368 -2.8552
C -2.0112 -2.4331 -0.6357 -1.1816 4.7897 0.2191
C -1.5200 -3.1642 0.5430 0.2995 -2.1136 -1.9542
C -0.1319 -3.7480 -0.1094 -7.3755 -11.1833 5.7016
N 0.7531 -2.9585 -0.4960 1.5939 2.8199 -7.1097
C 0.2098 -2.1595 -1.7464 2.6135 3.8080 2.4285
C -1.0936 -1.2350 -1.0934 4.2795 -4.6274 -2.3604
H -0.6851 -0.4600 -0.4679 0.0069 -0.3932 0.6468
H -1.4277 -0.7645 -1.9556 -1.3630 0.8910 -1.5423
H -0.0291 -2.6366 -2.7342 -0.0643 -0.5958 1.5521
H 1.1225 -1.4600 -2.0157 -2.0227 -1.0304 0.4619
C 1.8474 -2.6972 0.2487 4.1562 6.8561 2.7251
C 3.1645 -2.1687 -0.5896 0.1844 -10.1711 5.9112
C 4.1998 -1.9423 0.4724 3.4227 3.6873 -4.3696
N 4.0495 -0.7672 1.2245 0.2202 2.7477 -0.6109
C 2.7947 -0.7459 1.8441 -1.2772 -5.6429 -0.9976
C 1.5299 -1.2423 0.9072 1.2548 -2.0376 5.5038
H 1.3852 -0.3613 0.3615 -0.9051 0.5774 -1.7409
H 0.6789 -1.4747 1.6713 1.0865 0.9684 -1.2874
H 2.5659 0.0092 2.4354 -0.9532 4.5182 1.8644
H 2.9748 -1.4493 2.6736 -0.6676 -0.8067 -0.1693
C 4.3361 0.5859 0.4117 0.0637 -0.7912 10.9102
C 3.1617 1.3471 0.2058 -0.6875 -2.6164 -13.1755
C 2.7795 1.1482 -1.3664 1.0918 -0.0023 1.4916
C 1.5864 1.8586 -1.8653 9.9264 -11.0326 -9.5404
C 1.0715 2.5527 -1.0280 -9.0025 9.6213 6.3656
C 1.2392 2.9866 0.3594 5.0011 -7.4306 -7.9451
C 2.3492 2.2191 0.7194 -1.2167 3.6168 6.9198
H 2.6918 2.3422 1.7323 -0.0037 0.7029 1.1823
C 0.3678 4.0466 0.5840 6.6115 -0.0704 10.7554
H 0.0874 3.5964 1.5334 -2.2137 0.9538 0.6475
H 1.1169 4.7754 0.9575 -1.0325 1.0498 -0.6637
C -0.3415 4.0802 -0.4995 -12.9913 8.9539 -9.0265
H -0.3676 5.3401 -1.0280 0.1159 -3.0842 1.9561
H -1.6501 4.0962 -0.2359 3.6758 -0.5906 -0.7238
O -0.0703 3.3835 -1.6390 2.7091 -2.7549 2.4476
H 1.4433 1.5817 -3.0343 -0.4976 1.4882 3.1029
H 3.5758 0.4919 -2.0864 -2.6273 1.9298 2.0444
H 4.7625 1.1138 1.5043 -0.5123 -0.6815 -2.8458
H 5.2332 0.3785 -0.0239 1.7211 0.2212 -2.7311
H 5.2287 -1.6453 -0.0157 -1.4782 -1.2937 0.1441
H 4.4583 -2.7835 0.9977 0.0061 -2.1314 1.7134
H 2.8990 -1.5650 -1.2684 -1.5242 5.0420 -4.6290
H 3.4049 -3.1722 -1.0334 0.4464 0.9701 -0.5154
H 2.1663 -3.3223 1.2756 -1.2216 0.7945 -3.3895
H -0.4890 -4.6242 -0.9193 0.6301 1.9662 1.5712
H 0.2523 -4.4492 0.8564 -0.5573 1.5428 -2.5536
H -1.1666 -2.4953 1.2599 0.1159 0.7526 1.6987
H -2.3804 -3.8675 0.8921 2.0626 0.7917 -0.3530
H -2.2712 -3.0877 -1.4550 0.1748 -0.0389 -0.3296
```
Forces are in eV/Å.

This record from the OMol25 dataset describes a structure of composition C17H13CdNS2Se2. The level of theory is wB97M-V/def2-TZVPD.

```
36
Properties=species:S:1:pos:R:3:forces:R:3
Cd -0.0233 -0.3328 -0.2795 0.2340 0.3857 0.4549
S -1.7557 -2.0989 -0.6459 -0.1007 -0.0161 -0.1556
C -1.4541 -2.4843 -2.3392 -0.0699 -0.0729 0.0761
C -2.2930 -3.4484 -2.9198 0.0035 0.0010 0.0047
C -2.1732 -3.8546 -4.2367 0.0089 0.0064 -0.0101
C -1.1817 -3.2872 -5.0305 -0.0123 -0.0053 0.0124
C -0.3445 -2.3334 -4.4802 -0.0065 -0.0174 -0.0059
C -0.4455 -1.9067 -3.1465 0.1140 0.0739 -0.0781
S 0.7023 -0.6701 -2.6342 -0.0521 -0.1911 -0.2441
H -3.0628 -3.8820 -2.2916 -0.0001 -0.0012 0.0013
H -2.8473 -4.6043 -4.6377 0.0009 -0.0012 -0.0015
H -1.0615 -3.5827 -6.0676 0.0000 -0.0001 -0.0011
H 0.4298 -1.8825 -5.0904 0.0037 0.0010 0.0042
Se 1.9122 1.6732 -0.3513 0.0343 -0.0554 -0.2529
C 2.1877 3.1228 0.8441 -0.1014 0.0128 0.1741
C 2.9244 4.2325 0.4104 0.0012 -0.0171 -0.0287
C 3.1722 5.3085 1.2492 0.0164 0.0153 -0.0145
C 2.6887 5.3155 2.5518 -0.0137 -0.0311 0.0048
C 1.9533 4.2221 2.9958 0.0124 0.0239 0.0259
C 1.7076 3.1445 2.1579 -0.0051 -0.0257 -0.0459
H 3.3016 4.2369 -0.6055 0.0012 0.0077 0.0003
H 3.7477 6.1515 0.8792 0.0001 -0.0026 -0.0009
H 2.8820 6.1555 3.2093 -0.0047 -0.0004 0.0020
H 1.5702 4.2018 4.0092 -0.0366 -0.0262 0.0400
H 1.1402 2.2974 2.5177 -0.0138 0.0126 0.0170
Se -0.6878 -0.7162 2.4045 -0.1081 -0.1204 0.0467
C -0.3346 0.5291 3.7870 0.0301 -0.0319 0.0402
C -1.2533 1.5182 4.1562 -0.0095 -0.0122 -0.0195
C -1.0019 2.3245 5.2513 0.0219 0.0391 -0.0350
N 0.0917 2.2480 6.0146 -0.0021 0.0240 -0.0058
C 0.9776 1.3179 5.6495 0.0182 -0.0134 0.0037
C 0.8165 0.4570 4.5785 0.0241 0.0174 -0.0026
H -2.1665 1.6400 3.5882 0.0035 0.0031 -0.0061
H -1.7251 3.0856 5.5332 0.0014 0.0020 0.0093
H 1.8763 1.2545 6.2579 -0.0002 0.0060 -0.0029
H 1.5784 -0.2767 4.3496 0.0067 0.0098 -0.0067
```
Forces are in eV/Å.

Calculated values
Charge ... -2

This record from the OMol25 dataset describes the molecule C4H10N2O. The level of theory is wB97M-V/def2-TZVPD.

```
17
Properties=species:S:1:pos:R:3:forces:R:3
C 1.1321 1.4988 -0.6066 0.2381 -0.0141 -0.2802
C 1.2455 0.2492 -0.2108 5.5266 -1.3838 0.8192
O 2.8066 -0.3653 -0.1393 -2.1036 2.0167 -1.0115
C 0.6653 -0.7385 0.6447 -5.8442 0.5378 -0.7423
C -1.1076 -0.5497 0.4120 2.0458 -1.4000 1.0331
N -1.5219 -1.0357 -0.8638 0.2058 -0.6424 -0.5436
N -1.7412 0.7012 0.6547 0.2919 1.0094 0.7832
H 1.9791 1.9990 -1.0654 -0.0332 -0.2558 0.0377
H 0.2497 2.1116 -0.4682 -0.0309 -0.3593 -0.0127
H 2.8180 -1.2814 -0.4586 -0.4687 0.3948 -0.0318
H 0.8177 -1.7689 0.3207 0.1527 0.2246 0.1776
H 0.8623 -0.5595 1.7014 0.1647 -0.1268 -0.1790
H -1.4315 -1.2536 1.1811 -0.2848 0.0083 -0.0815
H -2.5385 -1.0907 -0.8794 0.2241 -0.0076 -0.0172
H -1.2467 -0.4028 -1.6065 0.0883 -0.0127 -0.0193
H -1.6064 1.3482 -0.1147 -0.0026 -0.1051 0.0767
H -1.3825 1.1381 1.4987 -0.1701 0.1157 -0.0085
```
Forces are in eV/Å.

Calculated values
SMILES ... C=C(O)CC(N)N

This record from the OMol25 dataset describes a structure of composition C7H9NO. The level of theory is wB97M-V/def2-TZVPD.

```
18
Properties=species:S:1:pos:R:3:forces:R:3
C 1.8284 -0.0500 0.0485 0.1907 1.2193 -0.6542
C 1.1166 -1.4438 -0.1055 1.1493 -1.6777 0.3874
C -0.2684 -0.9645 -0.1092 -2.0902 -0.2546 0.7825
C -1.8072 -0.6536 -0.4389 0.5046 -0.2205 -1.0314
C -1.3785 0.6416 0.4024 -0.2578 -0.4235 0.6707
C -0.3083 1.5942 -0.1342 1.3896 0.6919 -0.6176
C 1.0354 1.3141 -0.2164 -1.2652 -0.7559 0.1411
H 1.3845 -2.0879 0.7283 0.2643 -0.0413 0.2188
H 1.4325 -1.9762 -1.0192 0.0280 0.5269 0.2044
H -0.0308 -0.3352 -0.9215 0.0207 1.6954 -0.6212
H -2.5976 -1.2066 0.0654 0.1843 0.0418 0.1539
H -1.9994 -0.5688 -1.5230 -0.0738 0.1629 0.5256
H -2.1909 1.1407 0.9572 0.3192 0.0003 -0.3551
H 0.1815 0.1092 1.7209 -0.2948 -0.2206 -0.4674
H -0.5621 2.6294 -0.3905 -0.2077 -0.3641 0.1066
H 1.7487 2.0851 -0.5129 -0.2950 -0.1284 0.1462
N -0.5868 -0.3255 1.1866 0.4946 0.3322 0.2324
O 3.0025 0.0977 0.2619 -0.0609 -0.5840 0.1773
```
Forces are in eV/Å.

This record from the OMol25 dataset describes the ion C13H14N3O3 with charge -1. The level of theory is wB97M-V/def2-TZVPD.

```
33
Properties=species:S:1:pos:R:3:forces:R:3
C -3.2634 -1.4505 0.3332 0.0045 0.2503 -0.0506
C -2.7736 -0.1725 -0.3429 0.1421 -0.0777 -0.1210
C -2.2463 -0.4950 -1.7408 -0.1172 0.1332 0.1545
C -1.6717 0.5115 0.4936 -0.1607 0.4073 0.0136
C -2.1760 0.9466 1.8726 0.1343 -0.0265 -0.2327
N -0.5202 -0.3537 0.6379 0.2588 -0.5023 0.1798
C 0.4766 0.2527 0.1127 -0.8518 0.1330 0.1454
C 1.8219 -0.3248 0.0188 0.8108 -0.0012 -0.1169
N 1.8298 -1.6602 0.0014 -0.3066 -0.0946 -0.0025
C 2.9774 -2.2960 -0.0921 0.1686 -0.1759 0.0059
C 4.2032 -1.6492 -0.1548 -0.0528 0.1856 -0.0196
C 4.1987 -0.2678 -0.1144 0.0062 -0.1776 -0.0099
C 2.9988 0.4365 -0.0414 0.0771 0.2266 0.0928
C 3.1620 1.9868 0.0160 -0.0314 -0.5714 0.0722
O 4.0370 2.3745 0.7852 0.3873 0.0803 0.2801
O 2.4433 2.6632 -0.7521 -0.2679 0.3734 -0.4181
N 0.1921 1.4947 -0.4235 0.3818 0.1708 -0.1597
C -1.1255 1.7530 -0.2392 -0.4090 -0.1949 0.1562
O -1.7501 2.7367 -0.5741 -0.1306 0.2310 -0.0818
H -2.4057 -2.0716 0.5768 0.0547 -0.1440 0.0474
H -3.8118 -1.2309 1.2455 -0.0673 -0.0553 0.1340
H -3.9232 -1.9993 -0.3371 -0.0801 -0.0678 -0.0332
H -3.5989 0.5434 -0.4348 0.0742 0.0050 0.0292
H -1.9400 0.4139 -2.2540 0.0344 0.0494 -0.1330
H -1.3884 -1.1601 -1.6670 0.0873 -0.1021 -0.0306
H -3.0193 -0.9820 -2.3339 -0.0374 -0.0437 -0.0761
H -2.4192 0.0769 2.4760 -0.0307 -0.0708 0.0588
H -3.0509 1.5827 1.7593 -0.0937 0.0787 0.0168
H -1.3956 1.5103 2.3809 0.0259 0.0358 0.0847
H 2.9096 -3.3785 -0.1161 0.0821 -0.0618 -0.0041
H 5.1256 -2.2091 -0.2259 0.0277 -0.0366 -0.0060
H 5.1213 0.2961 -0.1287 -0.0074 0.0426 0.0423
H 0.9825 2.1218 -0.7373 -0.1130 0.0010 -0.0179
```
Forces are in eV/Å.

Calculated values
SMILES ... CC(C)[C@@]1(C)N=C(c2ncccc2C(=O)[O-])NC1=O
Charge ... -1

ΔE to the lowest compared entry with this formula, charge and spin values (in kcal per mole) by entry order: 544.56, 18.44, 89.86, 125.88, 0.00.
Largest force on an atom values (in eV/A) by entry order: 18.18, 0.64, 5.92, 2.25, 0.87.
Energy values (in Eh) by entry order: -1324.70591, -6477.46533, -343.05826, -401.94042, -893.90692.